Record 1
The following is a quantum chemistry calculation of a cluster of 2 separate species, C3H3N3O in total, from OMol25.

Each atom is followed by the atoms it is bonded to, with distances in Å.
Positions of all 10 atoms, in Å:
1 N -0.71803 0.74410 1.36125  C2 1.217, H6 1.013
2 C -0.71150 1.50325 0.40988  N1 1.217, C3 1.356
3 C 0.02852 1.18137 -0.68033  C2 1.356, C4 1.479, H7 1.061
4 C 1.20660 0.29449 -0.56165  C3 1.479, O5 1.216, H8 1.107
5 O 1.58765 -0.40461 0.35685  C4 1.216
6 H -1.46960 0.06539 1.38915  N1 1.013
7 H -0.31478 1.43931 -1.65007  C3 1.061
8 H 1.82386 0.40996 -1.47293  C4 1.107
9 N -0.84001 -2.27486 0.62056  N10 1.101
10 N -0.03122 -2.95425 0.30988  N9 1.101

Computed properties:
ΔE to the lowest compared entry with this formula, charge and spin: 289.1 kJ/mol
spin multiplicity: 1
charge: 0
structure (SMILES): N=C=CC=O.N#N

Record 2
The following is a quantum chemistry calculation of an isolated molecule of C3H3N3O, from OMol25.

Each atom is followed by the atoms it is bonded to, with distances in Å.
Positions of all 10 atoms, in Å:
1 O -2.64988 -0.41269 -1.55038  C2 1.202
2 C -2.00151 0.28371 -0.81630  O1 1.202, N3 1.423, H8 1.107
3 N -0.70262 -0.08635 -0.36718  C2 1.423, N7 1.269
4 C 2.19343 -1.13258 -0.26160  N5 1.186, H9 1.079
5 N 1.71135 -0.35319 0.49071  C4 1.186, C6 1.312
6 C 0.93910 0.57912 0.99723  N5 1.312, N7 1.362, H10 1.079
7 N -0.31827 0.75233 0.50381  N3 1.269, C6 1.362
8 H -2.34590 1.26694 -0.44101  C2 1.107
9 H 2.37257 -2.19689 -0.26619  C4 1.079
10 H 1.30827 1.22585 1.77752  C6 1.079

Computed properties:
ΔE to the lowest compared entry with this formula, charge and spin: 408.8 kJ/mol
spin multiplicity: 1
charge: 0

Record 3
The following is a quantum chemistry calculation of an isolated molecule of C3H3N3O, from OMol25.

Each atom is followed by the atoms it is bonded to, with distances in Å.
Positions of all 10 atoms, in Å:
1 O -2.31397 -0.50243 0.87498  C2 1.194
2 C -1.15355 -0.41341 0.60832  O1 1.194, N3 1.387, N7 1.464
3 N -0.23041 -1.32274 0.11489  C2 1.387, N4 1.445, H8 1.012
4 N 0.85540 -0.41270 0.40179  N3 1.445, C5 1.441, N7 1.500
5 C 1.11102 0.40096 -0.75968  N4 1.441, C6 1.333, H9 1.076
6 C 0.27769 1.36193 -0.36214  C5 1.333, N7 1.457, H10 1.081
7 N -0.14367 0.62463 0.82166  C2 1.464, N4 1.500, C6 1.457
8 H -0.17076 -2.23846 0.54120  N3 1.012
9 H 1.71817 0.12080 -1.60245  C5 1.076
10 H 0.05009 2.38143 -0.63858  C6 1.081

Computed properties:
ΔE to the lowest compared entry with this formula, charge and spin: 398.3 kJ/mol
spin multiplicity: 1
charge: 0
structure (SMILES): O=c1[nH]n2ccn12

Record 4
The following is a quantum chemistry calculation of an isolated molecule of C3H3N3O, from OMol25.

Each atom is followed by the atoms it is bonded to, with distances in Å.
Positions of all 10 atoms, in Å:
1 H 0.10010 -1.47586 2.39691  N2 1.032
2 N 0.55395 -1.59320 1.47804  H1 1.032, N3 1.242
3 N 0.16088 -0.64384 0.78099  N2 1.242, C4 1.405
4 C 0.66473 -0.60796 -0.53016  N3 1.405, C5 1.343, H9 1.087
5 C 0.24828 0.40233 -1.31005  C4 1.343, N6 1.388, H10 1.087
6 N -0.65492 1.37431 -0.90350  C5 1.388, C7 1.224
7 C -1.21114 1.53930 0.17400  N6 1.224, O8 1.166
8 O -1.83692 1.84771 1.10853  C7 1.166
9 H 1.36630 -1.36686 -0.86670  C4 1.087
10 H 0.60876 0.52406 -2.32807  C5 1.087

Computed properties:
ΔE to the lowest compared entry with this formula, charge and spin: 195.4 kJ/mol
spin multiplicity: 1
charge: 0
structure (SMILES): [H]/N=N/C=C\N=C=O

Record 5
The following is a quantum chemistry calculation of an isolated molecule of C3H3N3O, from OMol25.

Each atom is followed by the atoms it is bonded to, with distances in Å.
Positions of all 10 atoms, in Å:
1 N -2.77717 -0.31933 0.47513  C2 1.217, H8 1.020
2 C -1.67652 -0.01458 0.05604  N1 1.217, C7 1.319
3 N 0.71011 -1.01710 1.21747  N4 1.217
4 N 0.69401 -0.16663 0.34693  N3 1.217, C6 1.494, C7 1.455
5 O 2.61633 1.20617 0.35646  C6 1.193
6 C 2.02543 0.30010 -0.14601  N4 1.494, O5 1.193, H9 1.102
7 C -0.47688 0.39082 -0.31343  C2 1.319, N4 1.455, H10 1.082
8 H -3.21435 -1.14152 0.05976  N1 1.020
9 H 2.40887 -0.35002 -0.94924  C6 1.102
10 H -0.30983 1.11209 -1.10312  C7 1.082

Computed properties:
ΔE to the lowest compared entry with this formula, charge and spin: 454.1 kJ/mol
spin multiplicity: 1
charge: 0

Record 6
The following is a quantum chemistry calculation of a cluster of 2 separate species, C3H3N3O in total, from OMol25.

Each atom is followed by the atoms it is bonded to, with distances in Å.
Positions of all 10 atoms, in Å:
1 N -1.47576 -1.32279 0.48784  C2 1.214, H6 1.017
2 C -0.97100 -0.24053 0.26999  N1 1.214, C3 1.326
3 C -0.57176 1.01657 0.13193  C2 1.326, C4 1.467, H7 1.084
4 C 0.78934 1.55941 0.20715  C3 1.467, O5 1.212, H8 1.110
5 O 1.81771 0.94575 0.39208  C4 1.212
6 H -1.66212 -1.95112 -0.29046  N1 1.017
7 H -1.38169 1.71898 -0.03122  C3 1.084
8 H 0.80091 2.66168 0.08006  C4 1.110
9 N 0.95407 -2.54843 -0.82030  N10 1.102
10 N 1.70030 -1.83951 -0.42707  N9 1.102

Computed properties:
ΔE to the lowest compared entry with this formula, charge and spin: 92.6 kJ/mol
spin multiplicity: 1
charge: 0
structure (SMILES): N=C=CC=O.N#N

no.,maximum force (Eh/bohr)
1,0.0875
2,0.0179
3,0.0145
4,0.0177
5,0.0150
6,0.0376